Formula: C16H15BrN4Pt
Source: the Open Molecules 2025 dataset
Level of theory: ωB97M-V/def2-TZVPD

Calculated values
* E: -3530.50229 a.u.
* 2S+1: 1
* max |F|: 0.0368 Eh/bohr
* LUMO level: -7.6724 eV
* charge: +2
* orbital gap: 7.395 eV

Positions of all 37 atoms, in Å:
Pt  1.00259  -0.40317  0.37368
C  -1.74652  4.76351  0.06870
C  -0.53510  3.95362  0.44356
C  0.61066  4.53560  0.97448
C  1.72836  3.76704  1.30360
C  1.60450  2.42232  1.07825
Br  2.99390  1.14887  1.39807
N  0.52042  1.80972  0.58846
C  -0.53215  2.57473  0.26570
H  -1.58789  5.82006  0.26977
H  -2.61874  4.43763  0.63496
H  -1.97279  4.64972  -0.99125
H  0.64228  5.60702  1.12794
H  2.63238  4.20226  1.70112
H  -1.39230  2.06027  -0.14513
N  -0.30914  -3.20191  -0.56062
C  -0.89172  -2.60510  0.52180
C  -1.92849  -3.28811  1.17821
C  -2.51134  -2.74557  2.28726
C  -2.06903  -1.50133  2.76343
C  -1.06666  -0.87957  2.09096
N  -0.47447  -1.41998  0.98095
C  0.61958  -2.72562  -1.45957
C  0.91486  -3.48582  -2.59585
C  1.82861  -3.00927  -3.49688
C  2.44059  -1.76819  -3.27038
C  2.10804  -1.08396  -2.14117
N  1.20766  -1.55653  -1.23575
H  -0.67964  -4.11247  -0.78196
H  -2.25204  -4.24605  0.79501
H  -3.30778  -3.27490  2.79182
H  -2.49932  -1.03514  3.63639
H  -0.67390  0.08461  2.39501
H  0.41942  -4.43423  -2.75185
H  2.06913  -3.58679  -4.37870
H  3.16091  -1.35267  -3.95820
H  2.54516  -0.12062  -1.90183


Formula: C16H15IN2O4V
Source: the Open Molecules 2025 dataset
Level of theory: ωB97M-V/def2-TZVPD

Calculated values
* <S²>: 2.018
* E: -2270.75131 a.u.
* 2S+1: 3
* max |F|: 0.0061 Eh/bohr
* LUMO level (spin up / spin down): -4.0391 / -4.2266 eV
* charge: +1
* orbital gap (spin up / spin down): 7.946 / 7.760 eV

Positions of all 39 atoms, in Å:
V  -0.80645  -0.01723  -1.84364
C  2.56418  -2.82015  -2.69471
C  2.47938  -2.24576  -1.31576
N  3.50023  -2.38028  -0.49933
C  3.42855  -1.87538  0.74426
C  2.33149  -1.22508  1.25056
C  2.34870  -0.69564  2.66395
O  1.31254  -1.23889  3.47767
C  1.22383  -1.04734  0.38545
C  0.01400  -0.44040  0.89806
N  -0.97041  -0.01695  0.17654
C  -2.15157  0.47845  0.80887
C  -2.10334  1.22399  1.98128
C  -3.27381  1.67950  2.56464
C  -4.50173  1.41048  1.97911
C  -4.56522  0.69057  0.79484
C  -3.39021  0.23746  0.22258
I  -3.49594  -0.83812  -1.57781
C  1.31003  -1.55856  -0.91174
O  0.29076  -1.46801  -1.78249
H  3.53166  -3.29662  -2.82311
H  1.77327  -3.55387  -2.85662
H  2.44037  -2.04257  -3.44993
H  4.30685  -2.02238  1.36255
H  3.33083  -0.88124  3.10252
H  2.19727  0.38503  2.67100
H  1.52654  -2.15489  3.68750
H  -0.08232  -0.40401  1.98003
H  -1.14656  1.46445  2.42648
H  -3.22282  2.25835  3.47637
H  -5.41450  1.77012  2.43331
H  -5.51895  0.48922  0.32733
C  0.26731  3.50257  -3.00208
C  -0.07909  2.11809  -2.59938
O  0.60843  1.45338  -1.77092
O  -1.12403  1.51839  -3.05682
H  1.34204  3.58238  -3.15139
H  -0.00443  4.17129  -2.18283
H  -0.27687  3.78965  -3.89633


Formula: C16H15MgN8O7P2S2
Source: the Open Molecules 2025 dataset
Level of theory: ωB97M-V/def2-TZVPD

Calculated values
* E: -3263.33840 a.u.
* 2S+1: 1
* max |F|: 0.0066 Eh/bohr
* LUMO level: 2.0380 eV
* charge: -1
* orbital gap: 7.902 eV

Positions of all 51 atoms, in Å:
Mg  1.68424  -1.33686  0.59897
N  3.73820  1.67726  0.87501
C  2.55339  2.25132  1.04694
N  2.47926  3.29005  1.89517
C  1.26820  3.78439  2.05979
N  1.11646  4.79053  2.96642
N  0.17107  3.43308  1.36666
C  0.37507  2.42465  0.52661
N  1.49960  1.75462  0.35311
C  -0.81708  2.03012  -0.29140
C  -2.09575  2.42033  0.09189
C  -3.17117  2.03602  -0.68761
C  -2.94094  1.28309  -1.82806
C  -1.63258  0.94201  -2.13143
N  -0.59322  1.30284  -1.38472
H  4.47153  1.96020  1.49861
H  3.79088  0.79826  0.35427
H  1.82853  4.82352  3.67683
H  0.17008  4.94238  3.27043
H  -2.21454  3.01504  0.98486
H  -4.17853  2.31472  -0.40341
H  -3.74896  0.94829  -2.46382
H  -1.39960  0.34508  -3.00473
O  1.28483  -0.72289  -1.51589
P  2.89793  -0.90249  -1.77831
O  3.42326  -0.06080  -2.85379
O  3.42593  -0.81462  -0.34883
O  2.88801  -2.45735  -2.17578
P  2.41067  -3.73920  -1.28471
O  1.20184  -4.29822  -2.21383
O  3.48898  -4.73390  -1.19861
O  1.74442  -3.19207  -0.03746
H  0.94283  0.20114  -1.54353
H  1.56794  -5.00952  -2.75190
S  1.53423  1.04522  4.69394
C  1.79945  0.06526  3.42633
N  1.97579  -0.66859  2.53154
S  -2.78383  -0.70291  2.08188
C  -1.06636  -0.67877  1.97769
N  -0.54555  -1.20945  0.91953
C  -1.54092  -1.70944  0.07833
C  -1.33803  -2.36356  -1.13462
C  -2.44544  -2.75983  -1.85993
C  -3.74384  -2.51972  -1.39930
C  -3.95893  -1.89000  -0.18716
C  -2.84580  -1.49560  0.54462
H  -0.48191  -0.21832  2.76371
H  -0.34245  -2.56541  -1.49600
H  -2.29798  -3.27370  -2.80080
H  -4.58961  -2.84185  -1.99361
H  -4.95962  -1.71434  0.18606


Formula: C16H15N2O3PtSe4
Source: the Open Molecules 2025 dataset
Level of theory: ωB97M-V/def2-TZVPD

Calculated values
* <S²>: 6.021
* E: -10678.80475 a.u.
* 2S+1: 5
* max |F|: 0.0305 Eh/bohr
* LUMO level (spin up / spin down): -4.0065 / -5.6643 eV
* charge: +1
* orbital gap (spin up / spin down): 6.785 / 5.789 eV

Positions of all 41 atoms, in Å:
Pt  -0.73050  -0.80700  0.93911
C  1.59188  2.87226  1.85577
C  1.00586  1.76002  2.72028
C  1.29957  1.97334  4.19882
O  1.55966  0.52411  2.28024
C  -0.56303  1.79734  2.57181
O  -1.11844  2.82519  2.88901
O  -1.23163  0.73841  2.17532
H  2.62509  3.06249  2.14766
H  1.01163  3.78561  1.96894
H  1.58479  2.56437  0.80959
H  2.37890  1.95480  4.36365
H  0.82978  1.19094  4.80083
H  0.90550  2.93357  4.52279
H  1.93869  0.06279  3.03393
C  -0.46877  2.36967  -2.08868
C  -0.69104  1.71543  -0.87290
N  -0.55706  0.41005  -0.75340
C  -0.23038  -0.32965  -1.83929
C  -0.02507  0.23965  -3.10214
C  -0.14260  1.63788  -3.20392
C  0.27568  -0.62246  -4.20368
C  0.36953  -1.96066  -4.03429
C  0.18060  -2.56091  -2.74904
C  0.28105  -3.94231  -2.51426
C  0.07639  -4.41940  -1.24342
C  -0.22712  -3.53085  -0.21177
N  -0.31985  -2.22284  -0.39963
C  -0.11904  -1.73760  -1.65554
H  -0.55471  3.44548  -2.13258
H  -1.00004  2.26611  0.00729
H  0.02202  2.12643  -4.15552
H  0.42352  -0.17820  -5.17926
H  0.59027  -2.60803  -4.87277
H  0.51987  -4.61152  -3.33032
H  0.14260  -5.47484  -1.02414
H  -0.39306  -3.89877  0.79066
Se  -0.91658  -2.17903  2.93792
Se  -2.43973  -1.03448  4.02531
Se  -4.14649  0.88927  0.73254
Se  -3.73773  -1.02667  -0.20490


Formula: C16H15N3O2S2
Source: the Open Molecules 2025 dataset
Level of theory: ωB97M-V/def2-TZVPD

Calculated values
* E: -1729.44508 a.u.
* 2S+1: 1
* max |F|: 0.2802 Eh/bohr
* LUMO level: 0.1583 eV
* charge: 0
* orbital gap: 6.811 eV

Positions of all 38 atoms, in Å:
C  0.08076  2.83792  -2.89795
C  1.13964  3.36816  -2.12052
S  2.17044  2.28467  -1.59364
C  1.64238  1.76532  -0.10449
N  2.31462  1.01320  0.77747
N  1.37523  0.56785  1.67348
C  0.26138  1.15166  1.69693
N  -0.58740  1.06980  2.91218
C  -1.79230  0.67684  2.80777
O  -2.47810  0.77533  3.80806
C  -2.79601  0.72260  1.63044
O  -1.83964  -0.07022  0.56542
C  -1.29511  -1.13184  0.72454
C  -1.17659  -1.84657  1.96425
C  -0.50570  -2.91399  2.22412
C  0.52224  -3.30727  1.21134
C  0.51777  -2.76276  -0.01752
C  1.67532  -2.94486  -0.96916
C  1.60455  -2.14523  -2.21619
C  1.00431  -1.11029  -2.38569
C  -0.07001  -0.86248  -1.43598
C  -0.07506  -1.51098  -0.18763
S  -0.00229  2.26249  0.41520
H  -0.49480  3.47725  -3.41701
H  -0.74142  2.24164  -2.40599
H  0.60024  2.22627  -3.66135
H  1.77294  3.87825  -2.83134
H  0.84854  4.04524  -1.34649
H  -0.13332  1.10981  3.79707
H  -3.07786  1.58167  1.13760
H  -3.50750  -0.07648  1.86209
H  -2.02190  -1.76523  2.64218
H  -0.56258  -3.60229  3.08600
H  1.22490  -4.14711  1.34426
H  2.21166  -3.92297  -0.88715
H  2.34309  -2.25278  -2.79382
H  0.83267  -0.58037  -3.21852
H  -0.98511  -0.10227  -1.78995


Formula: C16H15N4NaO5
Source: the Open Molecules 2025 dataset
Level of theory: ωB97M-V/def2-TZVPD

Calculated values
* E: -1376.35349 a.u.
* 2S+1: 1
* max |F|: 0.0276 Eh/bohr
* LUMO level: -0.1028 eV
* charge: 0
* orbital gap: 9.281 eV

Positions of all 41 atoms, in Å:
Na  0.00305  -1.00736  -0.03117
O  -0.23383  -2.25019  1.81144
C  0.86723  -2.46321  2.67362
C  2.05539  -1.56890  2.37826
C  3.04994  -1.39702  3.33507
C  4.13011  -0.58636  3.03822
C  4.17772  0.03962  1.80044
C  3.14077  -0.18621  0.91440
N  2.10297  -0.98080  1.18547
H  -0.60366  -1.36795  1.98678
H  1.16048  -3.50665  2.54302
H  0.57614  -2.33633  3.71942
H  2.96561  -1.88494  4.29851
H  4.91745  -0.43279  3.76525
H  4.99299  0.69654  1.53005
H  3.12595  0.29755  -0.05765
O  -0.68011  4.87434  -0.19735
C  0.04042  4.55237  -1.23992
O  0.45718  5.36446  -2.03632
C  0.33885  3.10050  -1.44655
C  1.05286  2.68335  -2.54500
N  1.15487  1.34853  -2.45905
N  0.55600  0.85081  -1.36855
C  0.04947  1.90549  -0.73258
C  -0.71869  1.71532  0.57826
O  -1.19556  2.74399  1.09845
O  -0.80479  0.54611  1.01699
H  -0.93088  4.03732  0.32071
H  1.47304  3.25766  -3.35427
H  1.59250  0.72535  -3.10852
C  -4.63444  -1.82947  -2.17658
C  -3.96873  -0.61956  -2.28986
C  -2.67609  -0.52508  -1.79959
N  -2.03564  -1.54435  -1.22467
C  -2.68944  -2.70234  -1.11448
C  -3.98203  -2.89424  -1.57473
H  -5.64561  -1.94001  -2.54756
H  -4.43753  0.24316  -2.74312
H  -2.12791  0.40937  -1.86303
H  -2.15429  -3.51157  -0.62706
H  -4.46175  -3.85653  -1.45673


Formula: C16H15N5O4PtSe
Source: the Open Molecules 2025 dataset
Level of theory: ωB97M-V/def2-TZVPD

Calculated values
* <S²>: 6.031
* E: -3713.40245 a.u.
* 2S+1: 5
* max |F|: 0.0114 Eh/bohr
* LUMO level (spin up / spin down): -7.1406 / -10.6122 eV
* charge: +2
* orbital gap (spin up / spin down): 7.528 / 4.045 eV

Positions of all 42 atoms, in Å:
Pt  -0.26929  -1.31666  -1.21269
C  2.68166  -1.73224  0.14945
N  2.26925  -1.22626  -1.17069
C  2.73436  0.10727  -1.54226
C  1.64140  1.12678  -1.44759
N  0.35356  0.77839  -1.26301
C  -0.38028  1.89289  -1.34713
C  -1.80428  2.04746  -1.26094
C  -2.29178  3.31645  -1.39700
C  -1.41809  4.40256  -1.61123
C  0.00612  4.26327  -1.70073
C  0.48326  3.00275  -1.56709
N  1.76836  2.43886  -1.60955
C  1.56010  -1.63237  1.14260
N  0.29424  -1.49231  0.79621
C  -0.46621  -1.52494  1.97577
C  -1.83954  -1.44570  2.17750
C  -2.27439  -1.53335  3.48339
C  -1.37715  -1.69416  4.55399
C  -0.01498  -1.77674  4.35714
C  0.41417  -1.68956  3.03927
N  1.69039  -1.74245  2.46777
H  3.56271  -1.20379  0.52147
H  2.96491  -2.78090  0.04466
H  2.50646  -1.89035  -1.89528
H  3.06831  0.10214  -2.58418
H  3.59117  0.43414  -0.94507
H  -2.43400  1.18000  -1.10858
H  -3.35590  3.49929  -1.34756
H  -1.83427  5.39657  -1.71751
H  0.63375  5.12748  -1.87362
H  2.63211  2.93375  -1.78742
H  -2.52727  -1.35353  1.34778
H  -3.33464  -1.49165  3.69151
H  -1.76691  -1.76461  5.56008
H  0.67053  -1.91223  5.18241
H  2.55244  -1.90892  2.96373
O  -0.87189  -2.78123  -2.57574
Se  -2.30997  -1.83288  -2.71472
O  -3.49340  -2.33074  -3.63664
O  -2.53178  -1.58089  -1.06946
O  -1.48327  -0.41158  -3.06902


Formula: C16H15NO3S
Source: the Open Molecules 2025 dataset
Level of theory: ωB97M-V/def2-TZVPD

Calculated values
* E: -1297.40450 a.u.
* 2S+1: 1
* max |F|: 0.0118 Eh/bohr
* LUMO level: 0.6414 eV
* charge: 0
* orbital gap: 9.004 eV

Positions of all 36 atoms, in Å:
C  -6.22069  0.11568  -0.59909
C  -4.85975  0.19472  0.04172
O  -4.60021  0.80711  1.04079
O  -3.98520  -0.54640  -0.65977
C  -2.65290  -0.66907  -0.28488
C  -2.05694  -1.90343  -0.51262
C  -0.72567  -2.10468  -0.20927
C  0.02526  -1.06375  0.32993
N  1.37527  -1.19473  0.66806
C  2.22977  -2.21858  0.38102
O  1.91332  -3.26565  -0.13173
C  3.66616  -1.89865  0.75631
S  4.42922  -0.87983  -0.56644
C  3.49684  0.63271  -0.37615
C  2.71168  1.07891  -1.42888
C  1.97170  2.23974  -1.28747
C  2.01339  2.95187  -0.10001
C  2.81092  2.51176  0.94480
C  3.55964  1.35610  0.80816
C  -0.57723  0.17315  0.54709
C  -1.90781  0.37776  0.23917
H  -6.67089  -0.84244  -0.34668
H  -6.84930  0.91507  -0.21936
H  -6.12971  0.17704  -1.67967
H  -2.64950  -2.70182  -0.93042
H  -0.26343  -3.06043  -0.38899
H  1.77711  -0.35982  1.07506
H  4.25148  -2.81601  0.77303
H  3.75080  -1.37595  1.70806
H  2.68308  0.51152  -2.34590
H  1.35580  2.58411  -2.10410
H  1.42979  3.85319  0.01119
H  2.85662  3.07242  1.86677
H  4.19706  1.02052  1.61355
H  0.00492  0.98804  0.95409
H  -2.36062  1.33983  0.41260